i | Entry from the Open Molecules 2025 dataset: an isolated molecule of C3H4N2O (the ωB97M-V functional and the def2-TZVPD basis).

Orbital gap ... 10.55 eV

Positions of all 10 atoms, in Å:
O (-1.25, -0.88, 2.01)
C (-0.33, -0.62, 1.09)
N (0.91, -0.62, 0.93)
N (0.96, 1.59, -0.84)
C (0.12, 0.69, -1.15)
C (-0.03, -0.53, -0.30)
H (-0.76, -1.17, 2.80)
H (1.00, 2.30, -1.57)
H (-0.47, 0.69, -2.08)
H (-0.14, -1.44, -0.90)



ii | Entry from the Open Molecules 2025 dataset: an isolated molecule of C3H4N2O (the ωB97M-V functional and the def2-TZVPD basis).

Orbital gap (alpha / beta) ... 7.17 / 6.65 eV

Positions of all 10 atoms, in Å:
C (0.65, 0.88, 0.38)
C (0.05, 0.32, 1.47)
C (-0.18, -0.64, -1.19)
N (0.61, 0.48, -0.86)
N (-0.17, -0.12, 2.55)
O (-0.84, -1.31, -0.32)
H (1.20, 1.80, 0.57)
H (-0.80, -0.23, -2.04)
H (0.57, -1.25, -1.78)
H (-0.99, -0.31, 3.10)



iii | Entry from the Open Molecules 2025 dataset: an isolated molecule of C3H4N2O (the ωB97M-V functional and the def2-TZVPD basis).

Orbital gap ... 9.44 eV

Positions of all 10 atoms, in Å:
O (2.07, -0.16, -0.45)
C (0.71, -0.33, -0.22)
N (-0.12, -1.32, -0.31)
C (-1.32, -0.70, -0.03)
C (-1.17, 0.65, 0.20)
N (0.22, 0.87, 0.07)
H (2.58, -0.43, 0.32)
H (-2.24, -1.29, -0.02)
H (-1.92, 1.39, 0.44)
H (1.19, 1.31, -0.02)



In order of decreasing stability: iii, i, ii.



i | Entry from the Open Molecules 2025 dataset: an isolated molecule of C3H4N2O (the ωB97M-V functional and the def2-TZVPD basis).

Orbital gap (alpha / beta) ... 8.42 / 8.42 eV

Positions of all 10 atoms, in Å:
N (1.75, -0.12, 0.01)
C (0.82, 0.73, 0.20)
C (-0.39, 1.26, 0.26)
N (-1.38, 0.36, 0.53)
C (-1.39, -0.80, -0.19)
O (-0.62, -1.17, -1.08)
H (1.76, -0.69, -0.85)
H (2.30, -0.47, 0.79)
H (-0.60, 2.33, 0.23)
H (-2.26, -1.41, 0.10)



ii | Entry from the Open Molecules 2025 dataset: a cluster of 2 separate species, C3H4N2O in total (the ωB97M-V functional and the def2-TZVPD basis).

Orbital gap ... 9.08 eV

Positions of all 10 atoms, in Å:
N (1.25, 0.64, 0.09)
C (1.29, -0.61, 0.23)
O (0.19, -1.40, -0.08)
C (-0.68, -1.10, -1.04)
C (-2.05, 0.95, 0.45)
N (-3.13, 0.63, 0.70)
H (2.13, 1.06, 0.37)
H (2.09, -1.24, 0.63)
H (-0.27, -0.16, -1.52)
H (-1.03, 1.24, 0.24)



iii | Entry from the Open Molecules 2025 dataset: an isolated molecule of C3H4N2O (the ωB97M-V functional and the def2-TZVPD basis).

Orbital gap ... 10.98 eV

Positions of all 10 atoms, in Å:
C (2.11, 0.00, -0.02)
C (0.63, 0.03, 0.02)
C (-0.24, 1.05, 0.03)
H (2.52, 1.02, -0.18)
H (2.54, -0.37, 0.97)
H (2.49, -0.69, -0.82)
H (-0.13, 2.12, 0.04)
N (-1.38, -0.78, 0.01)
N (-0.14, -1.12, 0.01)
O (-1.47, 0.58, -0.03)



In order of decreasing stability: iii, i, ii.



i | Entry from the Open Molecules 2025 dataset: an isolated molecule of C3H4N2O (the ωB97M-V functional and the def2-TZVPD basis).

Orbital gap (alpha / beta) ... 8.00 / 8.00 eV

Positions of all 10 atoms, in Å:
C (-0.38, -0.46, -0.24)
N (0.39, -1.54, -0.44)
C (-1.18, 0.34, -0.83)
O (-0.16, 1.73, 0.56)
C (0.28, 0.50, 1.14)
N (0.97, 0.23, 2.07)
H (0.61, 2.20, 0.16)
H (0.40, -2.01, -1.33)
H (0.93, -1.88, 0.34)
H (-1.85, 0.90, -1.42)



ii | Entry from the Open Molecules 2025 dataset: an isolated molecule of C3H4N2O (the ωB97M-V functional and the def2-TZVPD basis).

Orbital gap ... 10.77 eV

Positions of all 10 atoms, in Å:
N (-1.19, 0.66, -0.59)
C (-0.27, -0.98, 0.87)
N (-0.53, -2.09, 1.02)
O (1.98, -0.92, -0.33)
C (1.40, 0.13, -0.41)
C (-0.01, 0.32, 0.23)
H (-1.92, 0.94, 0.07)
H (-1.55, -0.21, -0.99)
H (1.92, 1.02, -0.81)
H (0.14, 1.17, 0.91)



In order of decreasing stability: ii, i.



i | Entry from the Open Molecules 2025 dataset: a structure of composition C3H4N2O (the ωB97M-V functional and the def2-TZVPD basis).

Orbital gap (alpha / beta) ... 8.85 / 8.85 eV

Positions of all 10 atoms, in Å:
N (1.49, -0.19, -0.16)
C (0.23, 0.17, -0.31)
C (-0.45, 1.27, 0.33)
N (-1.31, 0.52, 0.88)
C (-0.89, -0.89, -0.36)
O (-0.68, -2.03, 0.04)
H (1.73, -1.16, -0.32)
H (2.17, 0.36, 0.35)
H (-0.20, 2.31, 0.52)
H (-1.71, -0.61, -1.04)



ii | Entry from the Open Molecules 2025 dataset: an isolated molecule of C3H4N2O (the ωB97M-V functional and the def2-TZVPD basis).

Orbital gap ... 9.62 eV

Positions of all 10 atoms, in Å:
O (-0.12, -0.72, 1.95)
C (-0.11, -0.28, 0.66)
C (0.60, 0.75, 0.06)
N (0.20, 0.75, -1.23)
N (-0.71, -0.18, -1.52)
C (-0.90, -0.82, -0.37)
H (0.78, -0.68, 2.30)
H (1.31, 1.46, 0.45)
H (0.52, 1.35, -1.98)
H (-1.60, -1.64, -0.31)



In order of decreasing stability: ii, i.



i | Entry from the Open Molecules 2025 dataset: an isolated molecule of C3H4N2O (the ωB97M-V functional and the def2-TZVPD basis).

Orbital gap ... 8.99 eV

Positions of all 10 atoms, in Å:
N (-0.98, 1.13, -0.84)
C (-0.40, -0.05, -0.62)
C (0.12, -1.21, -0.88)
N (-0.21, -0.84, 0.57)
C (0.79, -0.37, 1.43)
O (1.10, 0.80, 1.52)
H (-0.80, 1.85, -0.16)
H (-1.21, 1.41, -1.78)
H (0.09, -2.16, -1.39)
H (1.20, -1.15, 2.09)



ii | Entry from the Open Molecules 2025 dataset: a structure of composition C3H4N2O (the ωB97M-V functional and the def2-TZVPD basis).

Orbital gap ... 9.13 eV

Positions of all 10 atoms, in Å:
O (2.10, -0.30, 0.03)
C (0.85, 0.12, -0.09)
C (-0.37, -0.59, 0.41)
N (-1.30, -0.16, -0.69)
C (-0.97, 1.15, -0.31)
N (0.42, 1.26, -0.53)
H (2.69, 0.39, -0.34)
H (-0.47, -1.61, 0.73)
H (-2.25, -0.41, -0.42)
H (-0.71, 0.13, 1.22)



iii | Entry from the Open Molecules 2025 dataset: a cluster of 2 separate species, C3H4N2O in total (the ωB97M-V functional and the def2-TZVPD basis).

Orbital gap ... 10.05 eV

Positions of all 10 atoms, in Å:
O (-1.96, -0.89, -0.94)
C (-1.55, 0.30, -0.57)
C (-1.18, 1.39, -0.22)
N (1.40, 0.46, 1.43)
C (1.18, -0.38, 0.57)
N (0.89, -1.31, -0.19)
H (-1.20, -1.49, -0.85)
H (-0.85, 2.35, 0.11)
H (1.59, 1.42, 1.15)
H (1.70, -1.84, -0.49)



iv | Entry from the Open Molecules 2025 dataset: an isolated molecule of C3H4N2O (the ωB97M-V functional and the def2-TZVPD basis).

Orbital gap ... 9.41 eV

Positions of all 10 atoms, in Å:
O (-0.99, 1.35, 0.03)
C (-0.82, -0.73, 0.72)
C (-0.01, 0.57, 0.73)
C (1.16, 0.25, -0.19)
N (1.01, -0.87, -0.78)
N (-0.22, -1.37, -0.25)
H (-1.82, 1.20, 0.52)
H (0.27, 1.04, 1.68)
H (2.07, 0.81, -0.33)
H (-0.55, -2.22, -0.69)



In order of decreasing stability: iii, i, iv, ii.



i | Entry from the Open Molecules 2025 dataset: a cluster of 2 separate species, C4H14NO2 in total (the ωB97M-V functional and the def2-TZVPD basis).

Orbital gap ... 11.34 eV
Charge ... +1

Positions of all 21 atoms, in Å:
C (-1.03, 0.72, 2.23)
C (-0.07, 0.15, 1.21)
C (-0.70, -0.97, 0.37)
C (0.26, -1.75, -0.55)
O (1.32, -0.85, -0.87)
N (0.36, 1.23, 0.21)
H (-0.50, 1.55, 2.67)
H (-2.04, 1.02, 1.98)
H (-1.01, 0.01, 3.07)
H (0.86, -0.28, 1.59)
H (-1.64, -0.56, -0.08)
H (-1.04, -1.69, 1.15)
H (-0.31, -2.14, -1.45)
H (0.78, -2.57, -0.04)
H (1.96, -1.20, -1.49)
H (0.73, 0.93, -0.72)
H (1.05, 1.90, 0.70)
H (-0.40, 1.91, 0.14)
H (0.97, 1.47, -3.52)
H (0.01, 0.26, -3.60)
O (0.44, 0.87, -2.99)



ii | Entry from the Open Molecules 2025 dataset: a cluster of 2 separate species, C4H14NO2 in total (the ωB97M-V functional and the def2-TZVPD basis).

Orbital gap ... 11.68 eV
Charge ... +1

Positions of all 21 atoms, in Å:
O (-0.93, -0.86, -1.69)
C (-1.53, 0.29, -1.14)
C (-0.84, 0.46, 0.24)
N (0.58, 0.08, 0.24)
C (1.10, -0.24, 1.73)
C (-1.00, 1.94, 0.64)
H (-1.43, -1.68, -1.46)
H (-2.63, 0.26, -0.99)
H (-1.19, 0.92, -1.89)
H (-1.52, -0.18, 0.89)
H (0.74, -0.71, -0.33)
H (1.04, 0.98, -0.02)
H (0.69, 0.64, 2.30)
H (2.26, -0.26, 1.60)
H (0.80, -1.23, 2.03)
H (-2.03, 2.11, 0.44)
H (-0.46, 2.13, 1.52)
H (-0.67, 2.80, -0.03)
H (3.08, -2.25, -1.52)
H (1.76, -3.03, -1.40)
O (2.18, -2.18, -1.18)



iii | Entry from the Open Molecules 2025 dataset: a cluster of 3 separate species, C4H14NO2 in total (the ωB97M-V functional and the def2-TZVPD basis).

Orbital gap ... 10.39 eV
Charge ... +1

Positions of all 21 atoms, in Å:
C (-1.38, -0.13, 0.11)
C (-2.11, 1.24, 0.14)
C (-2.00, 1.76, 1.55)
C (-2.10, 3.05, 1.89)
N (0.12, 0.00, 0.41)
H (-1.44, -0.79, -0.74)
H (-1.71, -0.72, 0.97)
H (-3.14, 1.14, -0.18)
H (-1.47, 1.77, -0.57)
H (-1.94, 1.04, 2.37)
H (-1.84, 3.55, 2.82)
H (-2.45, 3.78, 1.16)
H (0.45, -0.82, 0.91)
H (0.27, 0.73, 1.11)
H (0.78, 0.17, -0.35)
H (2.79, -3.94, -1.85)
H (3.18, -3.58, -3.16)
O (3.40, -3.30, -2.26)
H (2.91, -0.38, -0.98)
H (2.60, -1.92, -1.39)
O (2.32, -1.14, -0.87)



In order of decreasing stability: i, iii, ii.